[1]
Below is a molecular structure, C3H3N3O at a distorted geometry, with properties calculated with the ωB97M-V functional and the def2-TZVPD basis.

Last column: Löwdin charge in e.
Geometry (Å):
O: -2.492 -0.821 0.911  0.10
N: 0.362 1.413 -0.662  0.06
N: -0.743 1.733 -0.529  0.14
N: 2.185 -0.117 -0.045  0.14
C: -1.436 -0.480 0.473  -0.30
C: 0.939 -0.045 -0.079  -0.36
C: -0.124 -0.879 0.292  -0.05
H: 2.649 0.636 -0.548  0.06
H: -1.451 0.690 -0.090  0.08
H: 0.046 -1.943 0.182  0.13

Its charge is 0. As for the HOMO energy (alpha / beta): -9.337 / -9.337 eV. The value obtained for the total energy is -9673.4902 eV. For the energy relative to the best compared isomer or geometry (same formula, charge and spin), the calculation gives 3.9640 eV.



[2]
Below is C3H7NO in the gas phase at a distorted geometry, with properties calculated with the ωB97M-V functional and the def2-TZVPD basis.

Last column: Löwdin charge in e.
Geometry (Å):
O: 0.807 1.062 -0.861  -0.06
N: 1.177 -0.892 0.327  0.14
C: 0.180 0.764 1.104  0.12
C: -1.104 -0.495 -0.813  -0.01
C: 0.177 -0.064 -0.151  -0.75
H: 1.755 0.847 -0.781  0.10
H: -1.620 -1.209 -0.170  0.08
H: 0.808 -1.639 0.912  0.07
H: -1.758 0.360 -0.994  0.09
H: 0.025 1.836 1.091  0.07
H: 0.416 0.408 2.099  0.06
H: -0.863 -0.977 -1.761  0.08

Its charge is 0. As for the HOMO energy (alpha / beta): -9.333 / -8.460 eV. The value obtained for the total energy is -6757.7624 eV. For the energy relative to the best compared isomer or geometry (same formula, charge and spin), the calculation gives 4.9880 eV.



[3]
Below is C2H3N3 in the gas phase at a distorted geometry, with properties calculated with the ωB97M-V functional and the def2-TZVPD basis.

Last column: Löwdin charge in e.
Geometry (Å):
N: 1.237 -0.186 -1.011  0.12
N: 0.533 0.150 -0.048  -0.15
N: -2.473 -1.355 -1.798  0.05
C: -1.853 -0.641 -1.145  -0.15
C: -0.811 0.313 0.062  -0.13
H: -1.072 1.224 -0.293  0.05
H: 2.162 -0.160 -0.549  0.07
H: -0.978 0.068 1.159  0.13

Its charge is 0. As for the HOMO energy: -10.049 eV. The value obtained for the total energy is -6588.9254 eV. The SMILES is [H]/N=N/CC#N. For the energy relative to the best compared isomer or geometry (same formula, charge and spin), the calculation gives 3.6500 eV.



[4]
Below is 4 unconnected molecules or ions with the total composition C13H21O10 at a distorted geometry, with properties calculated with the ωB97M-V functional and the def2-TZVPD basis.

Last column: Löwdin charge in e.
Geometry (Å):
O: -2.895 1.543 0.544  0.06
O: -2.039 2.866 2.132  0.14
O: 0.695 0.760 -3.459  0.12
O: 4.552 -1.830 -3.239  0.09
O: 3.910 -1.055 -1.220  0.11
O: -0.210 -0.853 3.597  -0.45
O: 1.011 0.691 -1.196  0.05
O: 2.835 -2.709 -2.077  0.11
O: -3.121 0.943 2.656  0.08
O: 0.510 2.617 -2.105  0.06
C: 3.040 -1.449 -0.194  -0.08
C: 3.831 -1.843 -2.233  -0.58
C: 2.197 -2.474 -0.896  -0.37
C: -3.671 -0.148 1.917  -0.09
C: -3.219 -0.476 -0.684  -0.01
C: 0.071 -1.158 2.274  -0.45
C: 0.967 3.014 -0.865  -0.30
C: 0.884 1.651 -0.171  -0.11
C: -2.644 1.885 1.799  -0.57
C: 0.768 1.310 -2.362  -0.50
C: -0.125 4.083 -0.433  0.00
C: 2.069 -3.785 -0.180  -0.02
C: -3.778 0.403 0.471  -0.27
H: -3.867 -1.341 -0.825  0.08
H: -0.699 -1.686 1.712  0.02
H: 2.348 -0.635 0.021  0.10
H: -1.107 3.612 -0.393  0.07
H: 1.741 1.545 0.493  0.14
H: 1.184 -2.146 -1.127  0.16
H: 0.934 -1.822 2.216  0.02
H: 1.481 -3.643 0.727  0.08
H: -4.828 0.666 0.344  0.14
H: 0.409 -0.263 1.752  0.02
H: -0.066 1.585 0.360  0.12
H: 3.034 -4.252 0.014  0.09
H: -4.692 -0.389 2.212  0.12
H: -2.174 -0.760 -0.564  0.08
H: 1.987 3.396 -0.870  0.15
H: -3.080 -1.062 1.977  0.12
H: 0.108 4.377 0.591  0.08
H: 3.550 -1.751 0.720  0.15
H: -0.066 4.963 -1.073  0.08
H: 1.475 -4.488 -0.765  0.08
H: -3.309 0.108 -1.601  0.08

Its charge is -1. As for the HOMO energy: -2.610 eV. The value obtained for the total energy is -34296.0574 eV. For the energy relative to the best compared isomer or geometry (same formula, charge and spin), the calculation gives 0.7820 eV.



[5]
Below is a molecular structure, CH5O3P at a distorted geometry, with properties calculated with the ωB97M-V functional and the def2-TZVPD basis.

Last column: Löwdin charge in e.
Geometry (Å):
P: 0.081 0.389 -0.301  0.69
O: 0.031 1.789 0.416  -0.16
O: -1.951 -0.408 0.266  -0.35
O: -0.244 0.731 -1.827  -0.16
C: 1.577 -0.317 0.045  -0.18
H: -1.765 -1.021 1.009  -0.03
H: 1.800 -1.237 -0.314  -0.05
H: -0.858 2.004 0.757  0.10
H: 0.355 0.266 -2.441  0.10
H: 1.552 -0.205 1.179  0.03

Its charge is 0. As for the HOMO energy (alpha / beta): -8.946 / -8.945 eV. The value obtained for the total energy is -16547.8776 eV. For the energy relative to the best compared isomer or geometry (same formula, charge and spin), the calculation gives 2.3671 eV.



[6]
Below is a gas-phase ion, C3HBrNOS2 (charge -1) at a distorted geometry, with properties calculated with the ωB97M-V functional and the def2-TZVPD basis.

Last column: Löwdin charge in e.
Geometry (Å):
Br: -1.610 2.574 -0.369  0.67
S: -0.651 -0.160 -2.524  0.70
S: -0.359 -2.191 2.579  0.43
O: 1.172 -0.480 -0.607  -0.20
N: 1.025 -1.036 0.591  -0.14
C: 0.058 0.328 -1.159  -0.96
C: -0.180 1.360 -0.349  -0.60
C: 0.188 -1.567 1.283  -0.96
H: 0.358 1.171 0.555  0.06

Its charge is -1. As for the HOMO energy (alpha / beta): -0.912 / -3.766 eV. The value obtained for the total energy is -98373.0316 eV. Its spin multiplicity is 3. The expectation value of S² is 2.0297.